Below is C22H20IrN2OS2 as an isolated structure, with properties calculated with ωB97M-V/def2-TZVPD.

The geometry in ORCA input format:
```
! RIJCOSX wB97M-V def2-TZVPD def2/J DEFGRID3
* xyz 2 2
Ir 1.36312 -1.29798 0.00005
O 3.37816 -1.30824 0.00053
N 4.07722 -0.19190 0.00037
C 5.42257 -0.27854 0.00083
C 6.18373 0.86071 0.00055
C 5.56775 2.11692 -0.00018
C 4.19203 2.18854 -0.00058
C 3.44555 1.01088 -0.00029
S 1.73281 1.00620 -0.00066
H 5.83955 -1.27500 0.00137
H 7.26059 0.77339 0.00086
H 6.15782 3.02282 -0.00039
H 3.66768 3.13327 -0.00112
C -3.62260 3.50311 1.25352
C -2.86814 3.00763 0.00000
C -1.46752 3.61164 0.00018
C -3.62229 3.50330 -1.25364
C -2.85647 1.49388 -0.00012
C -4.06714 0.77869 -0.00019
C -4.10423 -0.60392 -0.00002
C -2.91217 -1.30123 0.00004
S -2.70671 -3.02209 0.00019
C -0.99828 -2.81487 0.00017
N -0.59036 -1.48135 0.00011
C -1.67818 -0.62500 0.00005
C -1.67240 0.77075 -0.00004
C -0.02327 -3.81403 0.00006
C -0.27794 -5.19874 0.00001
C 0.78076 -6.07877 -0.00016
C 2.09683 -5.61582 -0.00026
C 2.36300 -4.23969 -0.00024
C 1.32299 -3.34152 -0.00002
H -3.62637 4.59249 1.26487
H -3.13442 3.14519 2.16225
H -4.65794 3.16503 1.26395
H -1.54522 4.69763 0.00027
H -0.90331 3.32113 -0.89041
H -0.90344 3.32102 0.89083
H -3.62612 4.59268 -1.26488
H -4.65765 3.16525 -1.26432
H -3.13399 3.14550 -2.16235
H -5.00804 1.31061 -0.00030
H -5.04716 -1.13506 0.00001
H -0.73483 1.29589 0.00001
H -1.30425 -5.54767 0.00008
H 0.59010 -7.14368 -0.00022
H 2.91780 -6.31995 -0.00040
H 3.39039 -3.89912 -0.00037
*
```

Properties
relative energy (zero: lowest compared OMol25 entry of this formula, charge and spin): 1.511 eV
lowest unoccupied orbital energy (alpha / beta): -0.3791 / -0.3602 Eh
orbital gap (alpha / beta): 4.02 / 4.66 eV

Below is a 2-piece molecular cluster, C3H6N2O overall, with properties calculated with ωB97M-V/def2-TZVPD.

The geometry in ORCA input format:
```
! RIJCOSX wB97M-V def2-TZVPD def2/J DEFGRID3
* xyz 0 1
N -1.79981 0.21992 0.50656
C -0.75908 -0.09293 0.94927
C -0.03648 -0.49031 2.17147
O 1.13915 -0.71522 2.30861
H -0.76569 -0.54865 2.99613
C -0.08790 0.43921 -1.65785
N 0.71005 -0.07227 -0.52373
H 0.50387 0.52114 -2.57003
H -0.95429 -0.20490 -1.85729
H -0.52289 1.41910 -1.42437
H 1.09627 -1.00033 -0.67031
H 1.47680 0.52523 -0.22847
*
```

Properties
relative energy (zero: lowest compared OMol25 entry of this formula, charge and spin): 2.755 eV
SMILES: N#CC=O.CN
lowest unoccupied orbital energy: 0.0028 Eh
orbital gap: 9.38 eV

Below is a 2-piece molecular cluster, C5H11N4 overall, with properties calculated with ωB97M-V/def2-TZVPD.

The geometry in ORCA input format:
```
! RIJCOSX wB97M-V def2-TZVPD def2/J DEFGRID3
* xyz 1 1
C 0.95628 -1.84526 2.71570
C 1.82480 -0.73508 2.76741
C 0.17547 -1.62602 1.55805
C -0.29022 0.03670 -2.48222
C 0.53811 0.02661 -0.24658
N 1.61664 0.12031 1.78122
N 0.63564 -0.44435 1.06836
N -0.80904 1.65188 0.27190
N -0.06440 -0.64046 -1.18777
H 0.84005 -2.69680 3.44782
H 2.50112 -0.53141 3.43758
H -0.65588 -2.27609 1.22253
H -0.18859 -0.66540 -3.39388
H -1.22443 0.63135 -2.38090
H 0.37964 0.84142 -2.58053
H 1.30458 0.76267 -0.33966
H -0.48650 1.61098 1.22384
H -0.44188 2.60479 0.06768
H -1.76190 1.53493 0.22494
H -0.62429 -1.47770 -1.08392
*
```

Properties
relative energy (zero: lowest compared OMol25 entry of this formula, charge and spin): 2.420 eV
lowest unoccupied orbital energy: -0.1376 Eh
orbital gap: 9.89 eV

Below is a 2-piece molecular cluster, C3H9O2P overall, with properties calculated with ωB97M-V/def2-TZVPD.

The geometry in ORCA input format:
```
! RIJCOSX wB97M-V def2-TZVPD def2/J DEFGRID3
* xyz 0 1
C -2.80530 -0.87827 1.00185
P -1.71212 -0.24838 -0.09668
C -2.74181 1.19112 -0.79939
H -3.62252 -0.16200 1.41344
H -2.40973 -1.61719 1.67547
H -2.81448 1.82674 0.00250
H -3.71392 0.83113 -1.11733
H -2.33004 1.54111 -1.70213
C 1.43010 -0.88624 1.87639
O 2.24912 -0.55689 0.74529
O 1.56635 0.09943 -0.27024
H 0.53692 -0.23970 1.73612
H 2.03585 -0.60224 2.74060
H 1.38887 -1.94898 1.85625
H 1.81054 1.00038 -0.21858
*
```

Properties
relative energy (zero: lowest compared OMol25 entry of this formula, charge and spin): 5.679 eV
SMILES: C=PC.COO
lowest unoccupied orbital energy: 0.0088 Eh
orbital gap: 9.42 eV

Below is a 2-piece molecular cluster, C14H33O3PSSi2 overall, with properties calculated with ωB97M-V/def2-TZVPD.

The geometry in ORCA input format:
```
! RIJCOSX wB97M-V def2-TZVPD def2/J DEFGRID3
* xyz 0 1
C 4.00474 2.59487 -1.13105
C 3.06852 1.44994 -1.50352
C 3.82400 0.14333 -1.74603
C 2.94353 -1.09223 -1.91838
C 1.90201 -0.95458 -3.02579
C 0.98709 -2.16285 -3.22093
C 0.24510 -2.66096 -1.97265
Si -1.06316 -1.51022 -1.24488
P -0.32537 -0.26050 0.53683
S -1.40033 -0.43000 2.16582
Si -2.17501 -0.01285 -2.68957
C -2.87913 -0.95238 -4.14877
C -3.55296 0.71227 -1.65381
C -1.05552 1.36469 -3.30244
H 4.64614 2.86462 -1.97449
H 3.46316 3.48876 -0.81993
H 4.66888 2.29750 -0.31430
H 2.49356 1.72799 -2.39098
H 2.33235 1.29172 -0.70477
H 4.46089 0.26666 -2.63165
H 4.51216 -0.02545 -0.91102
H 3.58647 -1.95219 -2.13898
H 2.44903 -1.32585 -0.96896
H 1.30060 -0.05751 -2.84859
H 2.42463 -0.77798 -3.97310
H 0.23781 -1.89904 -3.97653
H 1.56351 -2.98923 -3.64976
H -0.32602 -3.55994 -2.23078
H 0.94177 -2.97795 -1.19264
H -2.09157 -2.31793 -0.54894
H -0.20993 1.05048 0.02274
H 1.05613 -0.51002 0.66749
H -3.37448 -0.24762 -4.82433
H -2.12388 -1.49282 -4.72388
H -3.62500 -1.68091 -3.81866
H -4.09120 1.46979 -2.23261
H -4.27649 -0.04775 -1.34817
H -3.17927 1.18792 -0.74310
H -0.35554 1.70996 -2.53658
H -0.47539 1.05467 -4.17436
H -1.66482 2.22529 -3.59643
C -1.93954 1.87635 5.80201
C -1.19128 0.82974 6.58222
C -0.84897 -0.43298 5.81043
O -0.92237 -1.44930 6.81701
C -1.71319 -1.00568 7.82129
O -2.12488 -1.68055 8.70950
O -2.01532 0.30068 7.63975
H -2.15186 2.74745 6.41912
H -1.33752 2.18947 4.94708
H -2.87624 1.46360 5.42704
H -0.29653 1.24495 7.05597
H 0.14269 -0.44421 5.36804
H -1.59202 -0.64119 5.03899
*
```

Properties
SMILES: CCCCCCC[Si@@H]([PH2]=S)[Si](C)(C)C.C[C@@H]1COC(=O)O1
lowest unoccupied orbital energy: 0.0198 Eh
orbital gap: 9.04 eV

Below is C12H30B2BeF8N2O4 as an isolated structure, with properties calculated with ωB97M-V/def2-TZVPD.

The geometry in ORCA input format:
```
! RIJCOSX wB97M-V def2-TZVPD def2/J DEFGRID3
* xyz 0 1
Be -0.14347 0.42785 -0.10917
B -3.61427 4.67403 -0.17224
F -4.93612 4.35343 -0.53497
F -3.26047 3.89373 0.85038
F -2.84119 4.10242 -1.14731
F -3.35887 6.00203 0.05873
B 1.55817 -5.86607 -0.25801
F 0.89854 -6.59004 -1.25238
F 1.21071 -6.54805 0.96506
F 2.91598 -5.88397 -0.49018
F 1.01623 -4.59593 -0.32783
C 0.68802 1.32940 4.15248
O 1.58263 0.97695 3.15697
C 3.00518 1.04278 3.54012
C 3.86508 0.15998 2.55008
N 3.40374 0.21306 1.15366
C 4.16686 1.39867 0.52121
C 3.85656 2.80539 0.93512
O 2.48873 2.97336 1.00657
C 1.93788 4.27044 1.36203
H 0.98818 0.67107 4.96771
H -0.27280 1.42838 3.64738
H 0.92933 2.30129 4.58294
H 3.03644 0.43749 4.44608
H 3.20330 2.10570 3.67814
H 3.75521 -0.84965 2.94592
H 4.91729 0.42526 2.65293
H 3.76680 -0.59208 0.66373
H 3.88492 1.39878 -0.53169
H 5.18693 1.02397 0.60586
H 4.35357 3.49588 0.25373
H 4.44626 3.05347 1.81761
H 1.41724 4.46949 0.42532
H 2.82739 4.88572 1.49730
H 1.40709 4.18162 2.30990
C -2.55702 -2.95112 1.26389
O -2.66945 -2.02363 0.20984
C -3.81299 -2.38230 -0.53546
C -4.09349 -1.44817 -1.69582
N -2.95754 -1.08474 -2.56067
C -2.39772 -2.17246 -3.34015
C -1.21849 -1.64641 -4.25170
O -0.41426 -0.65275 -3.48802
C -0.52081 0.71597 -3.94546
H -2.51527 -4.00443 0.98654
H -3.35127 -2.84076 2.00219
H -1.59807 -2.83832 1.76963
H -4.71955 -2.36426 0.06945
H -3.84907 -3.35349 -1.02899
H -4.47417 -0.52246 -1.26424
H -4.87181 -1.68530 -2.42113
H -3.44572 -0.54738 -3.26283
H -3.16147 -2.69461 -3.91649
H -2.13872 -2.97820 -2.65327
H -1.59118 -1.06498 -5.09499
H -0.49831 -2.40866 -4.54909
H 0.07213 1.38172 -3.31835
H -1.52699 1.12844 -4.02006
H 0.02419 0.86245 -4.87800
*
```

Properties
relative energy (zero: lowest compared OMol25 entry of this formula, charge and spin): 14.166 eV
lowest unoccupied orbital energy: -0.2844 Eh
orbital gap: 2.03 eV